# 1
Computed, not measured: C20H29O19Pd as an isolated structure in a non-equilibrium geometry, with ωB97M-V/def2-TZVPD.

XYZ file:
```
69
Properties=species:S:1:pos:R:3:forces:R:3:lowdin_spin:R:1
Pd -1.7006 2.8239 -2.2025 0.13 -0.82 1.00 0.981
O -2.8778 1.5904 -0.5169 -0.67 -0.27 -0.10 0.016
O -2.9751 -0.5472 0.0512 1.42 -0.77 0.47 0.001
O -1.4351 -3.2283 -1.2191 1.88 2.17 0.76 0.000
O 4.4403 2.2174 1.1031 1.94 2.02 -3.77 0.000
O -0.2998 5.4438 4.2858 -0.03 0.90 1.08 0.000
O 0.9668 -1.3261 2.6603 -1.30 2.73 -1.61 0.000
O 1.2002 0.2961 -6.3743 -0.78 0.45 -0.40 0.000
O -1.1715 4.2808 2.6550 -0.76 -2.63 -0.64 0.000
O 3.0482 2.9795 2.6564 0.39 -1.15 -0.61 0.000
O 0.1134 -0.6074 -4.6588 -2.01 0.95 -1.56 0.000
O -0.5477 6.4039 2.3444 -0.71 -0.59 -0.59 0.000
O -2.4509 -5.2372 -0.9291 2.12 3.02 -2.71 0.000
O 1.1639 -3.4108 3.1239 1.41 -1.05 -0.05 0.000
O 2.8031 -2.0008 3.7887 -2.49 -0.38 -2.10 0.000
O 0.0528 1.6623 -1.6689 0.17 0.30 -0.88 0.784
O -1.0055 -0.3562 -6.6466 1.67 0.58 0.85 0.000
O 3.7350 0.8227 2.5184 -0.59 -1.69 1.06 0.000
O -4.7905 0.4577 -0.3593 -3.87 1.26 -0.56 0.001
O -1.9235 -4.3299 -2.9613 -0.39 -1.64 -2.54 0.000
C -0.7625 -2.4763 -2.3005 -0.29 -0.22 0.45 0.000
C 3.6707 2.0923 2.1191 -1.06 0.47 2.34 0.000
C 4.5811 0.0583 1.6599 -0.98 -1.21 -0.82 0.000
C -0.0061 -0.1909 -6.0045 -0.20 -0.90 0.64 0.000
C -0.2536 4.1461 4.8182 -0.57 -0.48 -1.13 0.000
C -1.2342 -3.2318 -3.5509 0.02 0.42 0.25 0.000
C -3.5469 0.5873 -0.2694 3.58 1.03 -0.81 0.003
C 0.1858 1.4418 0.7700 -0.34 0.11 0.09 0.009
C -0.1897 -1.8892 2.0464 -0.21 -1.51 -0.43 0.000
C 1.7573 -2.2193 3.1766 2.92 -0.88 3.35 0.000
C -1.9210 -4.3686 -1.6663 -2.77 -2.65 2.97 0.000
C -1.1942 3.4571 3.8156 -0.38 -1.33 1.09 0.000
C -0.0096 -3.3855 2.3609 -0.99 -0.39 0.79 0.000
C -0.7070 5.4234 3.0158 1.99 4.05 0.06 0.000
C -3.9773 -1.5294 0.3403 1.63 -1.22 0.80 0.000
C -5.2269 -0.8631 -0.0686 -0.92 -0.62 0.17 0.000
C 0.7543 1.1542 -0.6115 -0.97 0.65 1.85 0.111
C 4.8230 0.9711 0.5178 1.28 1.08 0.14 0.000
C 1.4247 -0.4674 -4.2349 1.14 -0.73 0.43 0.000
C 2.1018 0.4339 -5.2531 -0.63 0.02 -0.61 0.000
H 0.0469 -4.0675 1.5125 0.19 0.29 -0.16 0.000
H 5.8867 0.9122 0.2870 -0.01 0.78 -0.23 0.000
H 0.3193 -2.4693 -2.1672 0.02 -0.53 0.21 0.000
H -2.2167 3.4196 4.1913 -0.09 0.22 0.02 0.000
H -0.9140 2.4199 3.6319 0.21 0.17 -0.54 0.000
H 4.2810 0.8112 -0.4143 -0.35 -0.07 0.21 0.000
H -1.0498 -1.4266 -2.2401 -0.48 -0.19 -0.06 0.000
H -3.7303 -2.4409 -0.2041 -0.04 0.10 0.02 0.000
H -5.6179 -1.3632 -0.9546 -0.47 0.58 0.04 0.000
H -0.2186 -1.7998 0.9604 0.44 0.59 -0.05 0.001
H 0.7838 3.8323 4.7019 -0.08 -0.46 0.55 0.000
H 3.0879 0.2037 -5.6565 -0.08 -0.36 0.48 0.000
H -0.5733 0.6919 0.9921 -0.02 0.14 0.24 0.002
H -0.6848 4.1077 5.8185 0.50 0.06 0.01 0.000
H 0.6877 0.0671 -0.6561 0.42 -0.55 -0.79 0.056
H -3.9339 -1.7439 1.4081 0.03 -0.02 -0.02 0.000
H -0.7568 -3.7881 3.0448 -0.41 0.14 -0.30 0.000
H 1.4231 0.0112 -3.2556 0.21 -0.39 0.12 -0.001
H 0.9948 1.3886 1.4986 -0.10 -0.10 0.12 0.001
H -1.1414 -1.5062 2.4147 0.40 0.36 0.42 0.000
H 1.7723 -1.5002 -4.2566 0.89 0.16 0.52 0.000
H 2.1148 1.4525 -4.8653 -0.15 0.21 -0.40 0.000
H -0.4547 -3.6032 -4.2161 0.16 -0.08 0.37 0.000
H 1.7983 1.4673 -0.6027 0.34 -0.06 -0.87 0.032
H -0.2764 2.4259 0.8478 0.10 0.09 -0.10 0.000
H -5.9047 -0.8490 0.7849 -0.42 0.22 -0.55 0.000
H 4.0594 -0.7523 1.1511 -0.40 -0.62 1.15 0.000
H -1.8966 -2.6445 -4.1868 -0.27 -0.11 0.26 0.000
H 5.4982 -0.3348 2.0987 -0.33 0.37 0.56 0.000
```
Forces are in eV/Å.

Values from the calculation:
Energy relative to the best compared isomer or geometry (same formula, charge and spin)   74.0 kcal per mole
Total energy   -2336.5447 a.u.
HOMO (spin up / spin down)   -12.50 / -12.50 eV
Multiplicity   3
Total charge   +1

***

# 2
Computed, not measured: C20H30As2KN5O8 as an isolated structure, with ωB97M-V/def2-TZVPD.

XYZ file:
```
66
Properties=species:S:1:pos:R:3:forces:R:3:lowdin_charge:R:1
As 0.7506 1.9945 5.3915 0.03 0.00 0.06 1.388
As 0.6757 2.6564 1.5682 0.03 0.02 0.14 1.321
K -1.1325 -0.0760 0.3028 0.20 -0.06 0.04 0.664
O 2.3371 4.6565 6.0773 0.00 0.00 0.02 0.122
O 3.0597 1.0080 3.0618 -0.08 -0.05 0.01 -0.074
O -2.2189 1.1246 2.6330 -0.04 -0.09 -0.10 -0.151
O -2.1449 2.8705 4.0355 0.02 0.02 -0.01 0.087
O 1.8675 6.1852 3.2789 -0.03 -0.01 0.01 0.135
O 1.7844 -0.7631 3.6048 0.00 0.02 0.01 0.100
O 0.4086 5.6808 5.7877 0.01 0.01 0.02 -0.010
O 1.2500 5.3969 1.2754 -0.01 -0.01 0.02 -0.115
N -1.1734 -2.1247 -1.7521 -0.01 0.07 0.06 -0.045
N -0.8268 -1.9089 2.4242 -0.01 0.07 -0.03 -0.030
N 5.7344 -1.1075 0.6384 -0.01 0.01 0.01 0.086
N 1.5236 -0.4051 -0.0676 -0.30 -0.08 -0.01 0.022
N 3.4402 -1.9280 0.1659 0.00 0.06 0.02 0.048
C 1.4399 5.2861 2.6026 0.04 0.00 -0.02 -0.516
C -1.4352 -3.5316 -1.4030 0.02 -0.04 -0.02 -0.273
C 0.7045 1.1988 2.8750 -0.01 0.07 -0.08 -0.369
C 1.0541 3.9267 3.0857 0.01 -0.07 0.17 -0.239
C -3.6076 1.3997 2.4161 -0.01 0.03 -0.04 -0.032
C 1.6424 6.6524 0.7035 -0.01 0.00 0.00 -0.023
C 1.3229 4.7692 5.4446 0.02 -0.05 -0.01 -0.580
C -2.2921 -3.2670 0.9937 -0.03 -0.04 0.04 -0.222
C -1.8123 -2.9933 2.4156 -0.01 -0.05 -0.02 -0.270
C -0.7641 5.8809 4.9950 -0.06 -0.01 -0.05 -0.031
C 4.6521 -1.4535 0.4092 0.01 -0.04 -0.04 -0.434
C 4.2402 0.2490 3.4058 0.02 -0.01 0.02 -0.008
C -1.1724 -3.7630 0.0794 0.03 0.03 -0.01 -0.205
C 2.4483 2.6334 0.7505 -0.04 0.05 0.00 -0.271
C 0.9862 3.7258 4.4081 -0.03 0.05 -0.20 -0.247
C -1.5873 1.9372 3.5163 -0.16 -0.04 -0.04 -0.551
C -0.5937 2.5602 6.6935 -0.02 0.03 -0.05 -0.277
C 2.4652 -1.0928 0.0499 -0.01 -0.02 -0.01 -0.416
C 1.9066 0.3773 3.2290 0.12 -0.03 0.01 -0.618
C -0.2436 1.3957 3.8173 0.16 0.04 0.00 -0.335
H 0.1144 -2.2457 2.2518 0.00 -0.01 0.02 0.064
H 5.0786 0.8279 3.0359 0.00 0.00 0.00 0.096
H -2.7497 -2.3533 0.5949 0.09 0.00 -0.05 0.083
H -1.1959 4.9396 4.6579 0.01 0.01 0.02 0.068
H 2.6992 6.8350 0.8878 0.00 -0.01 0.00 0.102
H -1.0130 -4.8276 0.2653 0.01 -0.01 -0.02 0.119
H 1.4456 6.5646 -0.3602 0.00 0.00 0.00 0.095
H 4.2858 0.1344 4.4877 0.00 0.00 -0.01 0.100
H -3.9313 0.6899 1.6557 -0.02 0.06 0.02 0.090
H 4.2214 -0.7232 2.9232 -0.01 0.02 0.01 0.073
H -0.0960 3.2365 7.3890 0.00 0.00 0.01 0.035
H -1.4861 -1.9348 -2.6967 0.00 -0.02 -0.02 0.072
H -2.6604 -2.6865 3.0308 -0.01 0.00 0.00 0.111
H 2.6058 1.6467 0.3244 0.01 0.01 0.00 -0.007
H -3.0923 -4.0128 1.0097 0.00 0.01 0.03 0.114
H 2.4302 3.3791 -0.0407 0.02 0.00 -0.02 0.024
H -1.4241 -3.9215 2.8522 0.00 0.01 0.01 0.116
H -0.2256 -3.2699 0.3249 -0.01 0.00 -0.01 0.100
H -4.1766 1.2325 3.3292 0.03 0.06 0.03 0.104
H 3.2187 2.8615 1.4806 -0.01 0.01 -0.03 0.038
H -0.1677 -1.9671 -1.7514 0.01 0.02 0.02 0.054
H -2.4791 -3.7534 -1.6379 -0.01 0.01 0.01 0.114
H -1.4715 6.3945 5.6400 0.01 0.00 0.01 0.100
H -0.5284 6.5154 4.1413 0.01 0.00 0.01 0.092
H -0.9091 1.6728 7.2403 0.00 0.00 0.01 0.027
H -1.4482 3.0476 6.2351 0.00 -0.01 0.03 0.015
H 1.0599 7.4627 1.1375 0.00 0.00 0.00 0.097
H -0.8202 -4.2177 -1.9936 -0.01 0.00 -0.01 0.110
H -3.7520 2.4244 2.0790 -0.01 -0.01 0.00 0.102
H -0.7734 -1.4554 3.3278 0.02 -0.04 0.02 0.061
```
Forces are in eV/Å.

Values from the calculation:
Energy relative to the best compared isomer or geometry (same formula, charge and spin)   10.9 kcal per mole
Total energy   -6727.2503 a.u.
HOMO   -7.97 eV

***

# 3
Computed, not measured: C20H30AsF7MnO15 as an isolated structure in a non-equilibrium geometry, with ωB97M-V/def2-TZVPD.

XYZ file:
```
74
Properties=species:S:1:pos:R:3:forces:R:3:lowdin_spin:R:1
As 2.6464 3.2858 -0.9563 1.79 2.95 -0.25 0.003
Mn 1.3393 -0.2519 -0.3973 -2.38 1.14 1.06 4.746
F 3.8241 2.6854 -2.1795 -1.52 0.09 1.41 0.001
F 1.5260 3.9018 0.2717 0.84 -1.05 -0.91 0.002
F 1.3468 3.2873 -2.1735 0.96 -0.65 1.13 0.001
F 2.2190 1.5642 -0.4692 0.99 0.80 -0.47 0.045
F 4.0392 3.3318 0.2682 -2.33 -0.53 -1.70 0.002
F 2.9120 -1.3744 -1.1253 0.95 -0.68 -0.55 0.981
F 2.9999 4.9663 -1.4306 -0.14 -1.58 0.48 0.000
O 0.8842 0.2271 -2.5438 0.29 -0.91 -0.90 0.068
O -2.4950 -2.7547 -0.8205 2.63 1.70 -0.27 0.001
O 1.8287 0.6077 -4.5437 -0.15 0.34 0.97 0.006
O 1.0011 -1.6653 1.3778 0.84 -0.83 1.47 0.040
O 0.1652 -0.7888 -4.4409 -1.12 -1.26 1.24 0.005
O -0.4315 -1.6161 -0.9437 -2.76 -3.74 -1.20 0.023
O 1.9563 1.0205 2.0860 -0.61 -0.21 -0.22 0.007
O 2.2055 -1.7062 3.3233 0.08 0.57 -1.82 0.002
O 1.2237 1.0104 4.1931 0.81 -1.65 -1.14 0.000
O 0.7707 2.7572 2.9476 0.28 0.14 -1.55 0.000
O -1.7052 2.7502 -1.0413 0.07 -2.11 0.55 0.002
O -2.5005 1.3697 0.4843 0.76 -1.65 0.53 0.002
O -1.0370 -3.2615 -2.4494 1.69 1.40 1.58 0.001
O 0.8966 -3.3588 2.8776 -1.68 -0.96 -1.20 0.003
O -0.2821 1.1712 -0.0945 -3.74 1.13 -0.09 0.027
C 0.2197 3.1492 4.2029 -0.46 -1.73 -0.48 0.000
C 2.5195 -1.9098 5.6138 0.79 -1.16 -0.24 0.000
C -2.1960 -3.9736 -2.7374 -1.18 -0.55 -1.20 0.000
C -1.8956 -5.3956 -2.9687 0.77 -1.40 0.26 0.000
C -3.0989 -3.7836 -1.5637 -0.74 -0.66 0.63 0.000
C 1.3627 -3.7136 4.1712 1.77 0.27 0.36 0.000
C 1.3221 1.5218 2.9617 1.07 1.39 -0.17 0.001
C 0.9519 0.0152 -3.7453 0.78 0.84 0.34 0.009
C -4.0011 3.0238 1.3420 -1.57 -0.04 0.34 0.000
C -1.2377 3.5423 4.0576 0.19 0.49 -0.19 0.000
C 1.3583 -2.1768 2.4466 -0.47 0.04 -0.85 0.005
C -1.2108 -2.5183 -1.3523 0.08 2.87 0.95 0.004
C 2.4961 -2.7158 4.2674 0.38 2.21 3.49 0.000
C -3.6443 2.1580 0.1403 0.28 0.74 0.71 0.000
C 0.5422 -0.8322 -5.7917 0.47 1.32 -1.74 0.001
C 1.4092 0.4330 -5.8843 1.92 -0.85 -2.41 0.001
C -1.4190 1.6715 -0.2060 1.95 1.30 -0.97 0.007
C 0.3803 1.7827 4.9034 -1.56 2.76 3.09 0.000
C 2.6889 0.1290 -6.7803 -1.29 0.17 0.78 0.000
C -3.1434 2.9444 -1.0366 0.49 1.42 -0.03 0.000
H -0.6245 1.3731 5.0064 0.19 -0.52 0.31 0.000
H -1.8625 2.7565 3.6331 0.23 -0.29 0.13 0.000
H 0.8578 2.0640 5.8421 -0.38 -0.85 0.50 0.000
H 0.8113 3.9238 4.6911 0.13 0.08 -0.43 0.000
H -4.7860 3.7454 1.1155 -0.14 -0.01 -0.68 0.000
H -3.2940 4.0028 -0.8241 0.03 0.04 -0.30 0.000
H 3.4031 0.9510 -6.8291 -0.20 -0.02 0.12 0.000
H 0.8844 1.3262 -6.2231 -0.04 -0.01 0.15 0.000
H -2.6379 -3.4956 -3.6117 0.03 -0.05 -0.20 0.000
H -4.1107 -3.5661 -1.9058 0.03 0.49 0.36 0.000
H -4.5265 2.4003 2.0654 0.48 -0.11 0.39 0.000
H 2.8459 -0.8783 5.4812 0.02 -0.17 -0.31 0.000
H 2.3754 -0.1442 -7.7878 -0.13 0.22 -0.07 0.000
H 0.6589 -3.6595 5.0017 -0.58 0.59 -0.56 0.000
H -3.6415 2.7189 -1.9796 0.53 -0.31 -0.13 0.000
H -2.8092 -5.9765 -3.0953 0.05 0.06 -0.56 0.000
H -3.2657 3.6644 1.8287 0.64 -0.61 -0.34 0.000
H -0.3123 -0.8358 -6.4685 -0.30 0.34 0.46 0.000
H 1.5616 -1.9017 6.1337 0.03 -0.14 -0.10 0.000
H -1.1322 -5.5611 -3.7289 -0.49 0.00 -0.42 0.000
H -1.4452 -5.8291 -2.0758 0.04 0.16 0.32 0.000
H 3.1608 -0.7643 -6.3710 0.19 0.14 0.15 0.000
H -4.4587 1.4828 -0.1226 0.09 0.00 0.17 0.000
H 1.8007 -4.7058 4.2795 -0.35 -0.27 -0.95 0.000
H 3.5066 -3.0909 4.1049 -0.22 -0.21 -0.44 0.000
H 3.2856 -2.4192 6.1984 -0.24 0.19 0.61 0.000
H -1.6280 3.8191 5.0370 -0.08 0.03 0.01 0.000
H 1.1420 -1.6675 -6.1532 0.06 -0.55 1.07 0.000
H -1.3427 4.3955 3.3874 0.12 0.18 0.13 0.000
H -3.1544 -4.6389 -0.8903 0.04 -0.28 -0.22 0.000
```
Forces are in eV/Å.

Values from the calculation:
Total energy   -5994.3834 a.u.
HOMO (spin up / spin down)   -13.15 / -13.15 eV
Multiplicity   7
Total charge   +1